(1)
6
Properties=species:S:1:pos:R:3:forces:R:3 method="wB97M-V/def2-TZVPD" energy_ha=-152.8638 relative_energy_kcal_mol=7.0 lumo_ev=0.662 multiplicity=1 smiles=O.O molar_mass_g_mol=36.0
O 0.010974 0.869721 1.947710 1.1 -1.2 -1.4
H 0.213082 0.872428 0.968070 -0.5 0.2 1.4
H 0.516082 0.066318 2.226644 -0.7 1.0 -0.1
O -0.033031 -0.209008 -1.679340 0.1 -1.5 -0.2
H -0.945977 -0.473165 -1.579457 -1.0 0.9 0.3
H 0.238870 -1.126295 -1.883627 0.9 0.7 0.0

=====

(2)
6
Properties=species:S:1:pos:R:3:forces:R:3 method="wB97M-V/def2-TZVPD" energy_ha=-152.8589 relative_energy_kcal_mol=10.0 lumo_ev=0.622 multiplicity=1 smiles=O.O molar_mass_g_mol=36.0
O 0.158014 2.026016 0.047013 -0.8 2.0 -1.3
H 0.182774 2.529769 -0.829181 0.3 -1.6 1.9
H 0.674102 1.232773 0.028266 0.5 -0.4 -0.5
O -0.341284 -1.786668 0.591829 0.6 0.5 -0.9
H -0.816875 -2.603559 0.355983 0.6 0.7 -0.3
H 0.143269 -1.398331 -0.193909 -1.2 -1.2 1.2

=====

(3)
6
Properties=species:S:1:pos:R:3:forces:R:3 method="wB97M-V/def2-TZVPD" energy_ha=-152.8618 relative_energy_kcal_mol=8.3 lumo_ev=0.537 multiplicity=1 smiles=O.O molar_mass_g_mol=36.0
O 1.593390 -0.278094 -0.375517 0.6 0.1 -2.2
H 0.764419 -0.493790 0.069539 -0.1 0.2 -0.6
H 1.419875 -0.158333 -1.371545 0.0 -0.4 2.7
O -0.919273 0.165885 0.389046 -2.0 1.2 1.8
H -1.840421 0.089047 0.014557 1.4 0.2 0.8
H -1.017990 0.675286 1.273920 0.1 -1.3 -2.3